# 1
Here is a structure of composition C37H45FeGeN13O7 from OMol25. Energies are from ωB97M-V/def2-TZVPD.

ORCA input file:
```
! RIJCOSX wB97M-V def2-TZVPD def2/J DEFGRID3
* xyz 1 6
Fe -3.9105 -21.8838 -9.3523
C -4.7336 -20.2152 -6.9362
C -3.2674 -20.6367 -6.7898
N -2.9896 -21.9731 -7.3591
C -3.4965 -23.1215 -6.6200
C -5.0382 -23.3226 -6.7334
N -5.5573 -23.1660 -8.1227
C -6.8084 -22.3641 -8.1736
C -6.6374 -20.8554 -8.4667
N -5.2323 -20.4285 -8.2537
H -4.7970 -19.1517 -6.5065
H -5.2792 -20.6992 -6.1719
H -3.0051 -20.5635 -5.7391
H -2.7053 -19.9584 -7.4140
H -2.0429 -22.1581 -7.6502
H -3.2998 -22.9678 -5.5583
H -2.9308 -24.0261 -6.9765
H -5.5101 -22.4874 -6.1794
H -5.2585 -24.2507 -6.3142
H -5.7742 -24.0422 -8.5562
H -7.4503 -22.5722 -7.3155
H -7.3816 -22.7625 -9.0211
H -7.2930 -20.2874 -7.8401
H -6.9875 -20.6928 -9.4868
H -5.0430 -19.5618 -8.7515
C -6.1727 -20.8796 -14.4480
N -5.8739 -21.4937 -13.1726
C -5.3145 -20.8864 -12.1000
N -5.0041 -21.8442 -11.2183
C -5.3630 -22.9844 -11.8326
N -5.8571 -22.7776 -13.0317
C -7.6175 -20.9543 -14.7433
C -8.0017 -21.6935 -15.9115
C -9.3070 -21.9430 -16.1657
C -10.2708 -21.3107 -15.3585
C -9.9171 -20.4680 -14.2826
C -8.5679 -20.3283 -13.9368
C -11.0338 -19.8653 -13.6208
N -12.2859 -19.7537 -13.8621
N -12.8319 -19.0372 -12.8238
C -11.8791 -18.7821 -11.9863
O -10.6954 -19.2599 -12.4356
C -11.8226 -17.7547 -10.9664
C -13.0040 -17.2991 -10.3400
C -12.8819 -16.2141 -9.4434
C -11.6659 -15.6236 -9.1723
C -10.4515 -16.1822 -9.6869
C -9.1400 -15.5151 -9.3071
N -7.9457 -16.3031 -9.5935
C -7.4425 -17.4467 -9.1072
N -6.2115 -17.6307 -9.5370
C -5.9902 -16.5767 -10.3533
N -7.0356 -15.7547 -10.4071
C -10.5878 -17.1782 -10.6235
H -5.6311 -21.3598 -15.3244
H -5.8572 -19.8385 -14.2882
H -5.3836 -19.7795 -11.9206
H -5.3281 -23.9723 -11.3514
H -7.2641 -22.2132 -16.4900
H -9.6674 -22.5425 -17.0261
H -11.3425 -21.3505 -15.5258
H -8.2338 -19.7937 -13.0477
H -13.9307 -17.8317 -10.4895
H -13.8344 -15.8423 -9.0765
H -11.5591 -14.7618 -8.5416
H -9.2037 -15.3491 -8.2430
H -9.0015 -14.6247 -9.8493
H -7.8816 -18.1788 -8.3791
H -5.1054 -16.3893 -10.9589
H -9.7726 -17.4901 -11.2341
C -1.4788 -17.5865 -9.6834
Ge -0.8229 -19.4328 -9.9406
C 0.5529 -19.6375 -11.3535
C -0.2032 -19.9868 -8.0897
C -2.5015 -20.5552 -10.4630
H -0.7407 -16.7373 -9.6252
H -2.0785 -17.4850 -8.7550
H -2.1484 -17.3918 -10.5351
H 1.4667 -19.1049 -11.0118
H 0.1123 -18.9697 -12.1735
H 0.7251 -20.5700 -11.8375
H 0.6269 -19.3831 -7.8820
H 0.0798 -21.0751 -8.1482
H -0.9814 -19.9464 -7.3272
H -2.1921 -21.3795 -11.1617
H -3.1651 -19.9010 -11.0075
O -1.0947 -23.1840 -9.3973
C -1.9390 -23.7485 -10.0467
O -3.2671 -23.7050 -9.8655
C -1.5479 -24.7563 -11.1300
C -2.4185 -25.7921 -11.4459
C -2.0975 -26.7130 -12.3796
C -0.9372 -26.7531 -13.1039
C -0.0158 -25.7780 -12.6790
C -0.3350 -24.7821 -11.7597
N 1.3617 -25.7553 -13.1838
O 2.2070 -24.9665 -12.8131
O 1.6308 -26.6365 -14.0007
N -3.0151 -27.7992 -12.5913
O -2.6441 -28.7804 -13.2088
O -4.1022 -27.6572 -12.0575
H -3.3995 -25.7999 -10.9845
H -0.7434 -27.4398 -13.9045
H 0.5158 -24.1242 -11.4891
*
```

Output
E (eV): -163693.07519
E_HOMO (spin up / spin down) (eV): -10.83 / -10.83
Expectation value of S²: 8.76
LUMO (spin up / spin down) (eV): -2.70 / -3.39

Atom charges from the Löwdin analysis, given in e for atoms 1 to 99: 0.949 -0.207 -0.168 -0.105 -0.155 -0.140 -0.074 -0.173 -0.167 -0.095 0.162 0.089 0.134 0.072 0.086 0.124 0.144 0.104 0.106 0.112 0.121 0.119 0.095 0.105 0.088 -0.088 -0.129 -0.088 0.004 -0.167 0.142 -0.199 -0.027 -0.052 0.013 -0.133 0.040 -0.292 0.129 0.130 -0.293 0.104 -0.128 0.011 -0.056 -0.023 -0.172 -0.057 -0.121 -0.156 0.056 -0.202 0.105 0.015 0.157 0.136 0.157 0.127 0.110 0.129 0.117 0.122 0.118 0.112 0.111 0.131 0.120 0.138 0.108 0.110 -0.243 0.821 -0.216 -0.209 -0.276 0.039 0.016 -0.002 0.029 0.040 -0.004 -0.009 0.028 -0.022 -0.004 -0.063 0.074 -0.543 -0.183 -0.080 0.063 -0.148 0.123 -0.089 0.071 -0.340 0.092 0.080 -0.342

# 2
Here is a cluster of 2 separate species, C2H2F2N6O2 in total from OMol25. Energies are from ωB97M-V/def2-TZVPD.

ORCA input file:
```
! RIJCOSX wB97M-V def2-TZVPD def2/J DEFGRID3
* xyz 0 1
C -3.4522 -0.0647 0.0823
C 0.6405 0.3983 0.8227
N -3.1319 -1.2676 -0.3930
N -2.4411 0.5917 0.6173
N -1.8585 -1.3572 -0.1621
N -1.4484 -0.2759 0.4372
N 0.6933 1.6052 0.2596
N -4.7787 0.5204 0.0471
O -4.8990 1.6971 0.2353
O -5.6333 -0.2990 -0.1981
F 0.6904 2.0555 -1.0576
F 0.1242 2.5624 1.0069
H 1.2269 -0.5633 0.6319
H 0.3500 0.3525 1.8825
*
```

Output
E (eV): -20565.47393
E_HOMO (eV): -10.57
LUMO (eV): -1.81

And the Löwdin charges, in e, turn out to be: -0.362 0.156 0.081 0.109 -0.050 -0.111 -0.116 -0.368 0.095 0.087 0.112 0.094 0.152 0.122

# 3
Here is a cluster of 2 separate species, C14H19BClN4O7 in total from OMol25. Energies are from ωB97M-V/def2-TZVPD.

ORCA input file:
```
! RIJCOSX wB97M-V def2-TZVPD def2/J DEFGRID3
* xyz 1 1
C 3.1261 0.1798 1.7901
C 1.5949 0.7421 1.7522
Cl 1.6605 2.3564 0.8742
C 0.7282 -0.3847 0.9957
N -0.6954 0.0450 0.8308
N -1.5187 -0.3594 1.7997
N -2.8021 0.0911 1.6289
C -2.6562 0.8310 0.3917
O -3.6589 1.5755 -0.3158
B -3.5719 2.9133 0.2907
O -4.3099 4.0472 -0.1608
O -2.6676 3.1139 1.4273
N -1.3105 0.7849 -0.1238
C -0.6792 1.3622 -1.3374
O -1.1415 0.7282 -2.5718
C -0.1564 0.9134 -3.6115
C 0.3453 -0.2474 -4.5351
C 1.4536 0.0038 -5.6220
C 2.0404 1.4363 -5.8235
C 1.5589 2.6059 -4.9340
C 0.4685 2.3391 -3.8343
H 3.1363 -0.6350 2.5873
H 3.7752 1.0910 2.0473
H 3.3625 -0.1807 0.7344
H 1.1883 0.9616 2.8094
H 1.2167 -0.7733 0.0326
H 0.7072 -1.2954 1.7157
H -3.7863 4.8225 0.1723
H -1.7696 3.3573 1.1090
H -0.7966 2.5101 -1.4084
H 0.4653 1.1862 -1.3235
H -0.0850 -1.3011 -4.4386
H 1.8714 -0.8142 -6.2954
H 2.8206 1.6564 -6.6243
H 1.9596 3.6646 -5.0432
H 0.1486 3.2459 -3.2227
C -0.0617 -5.1062 4.2846
C -1.1716 -4.2838 3.7061
O -0.5615 -3.0128 3.5179
C 0.7772 -3.2232 3.4182
O 1.5733 -2.3816 3.0883
O 1.1029 -4.5009 3.7364
H -0.1266 -6.1563 3.9967
H -0.0147 -5.0393 5.3751
H -1.5109 -4.6604 2.7368
H -2.0287 -4.2089 4.3766
*
```

Output
E (eV): -48306.49708
E_HOMO (eV): -11.47
LUMO (eV): -4.11

And the Löwdin charges, in e, turn out to be: -0.110 -0.630 0.576 -0.110 -0.080 0.134 0.194 -0.139 0.183 -0.548 0.163 0.096 0.110 -0.130 -0.089 -0.192 0.015 -0.040 -0.063 -0.046 -0.004 0.080 0.086 0.091 0.128 0.157 0.115 0.135 0.110 0.153 0.124 0.100 0.096 0.095 0.095 0.090 -0.117 -0.121 0.052 -0.522 0.113 0.086 0.143 0.142 0.139 0.142

# 4
Here is a cluster of 3 separate species, C4H13NO2 in total from OMol25. Energies are from ωB97M-V/def2-TZVPD.

ORCA input file:
```
! RIJCOSX wB97M-V def2-TZVPD def2/J DEFGRID3
* xyz -1 2
C 2.1548 1.4048 -0.8738
C 1.2639 0.4934 0.0092
C -0.1920 0.7820 -0.4179
C -1.8006 -0.9684 0.1731
N -1.0510 0.0900 0.5743
H 3.2150 1.1646 -0.6971
H 1.9546 1.2245 -1.9267
H 2.0594 2.4573 -0.6211
H 1.1662 0.7100 1.0715
H 1.4828 -0.5589 -0.1860
H -0.2984 0.5229 -1.4702
H -0.4349 1.8405 -0.2737
H -1.7309 -1.1720 -0.9006
H -2.5538 -1.5369 0.7430
H -2.8689 0.8735 1.6924
H -3.2291 1.8550 2.6501
O -3.6808 1.1470 2.1761
H 0.9083 -3.0869 -0.9280
H 2.2426 -3.4318 -0.2870
O 1.3928 -3.8106 -0.5077
*
```

Output
E (eV): -9941.90802
E_HOMO (spin up / spin down) (eV): 0.32 / -3.96
Expectation value of S²: 0.75
LUMO (spin up / spin down) (eV): 3.71 / 3.60

And the Löwdin charges, in e, turn out to be: -0.143 -0.268 -0.350 -0.252 -0.210 0.049 0.055 0.053 0.088 0.078 0.078 0.086 -0.040 -0.016 -0.012 0.011 -0.122 0.010 0.008 -0.105

# 5
Here is a cluster of 8 separate species, C27H59NO19 in total from OMol25. Energies are from ωB97M-V/def2-TZVPD.

ORCA input file:
```
! RIJCOSX wB97M-V def2-TZVPD def2/J DEFGRID3
* xyz 0 1
N -0.9038 0.7289 0.2159
H -0.9677 1.6817 0.5448
H -0.2949 0.3103 0.9044
H -0.4738 0.6575 -0.6952
H -1.7085 0.1232 0.2906
C 0.5668 8.3689 2.7101
C -0.7192 7.6253 2.5572
C -1.8529 8.4240 1.8806
O -0.5605 6.4236 1.8940
H 1.2368 7.9073 3.4354
H 0.4368 9.3818 3.0911
H 1.0835 8.5561 1.7688
H -1.0562 7.5160 3.5880
H -2.8035 7.8908 1.8896
H -1.5587 8.7254 0.8753
H -2.0918 9.3792 2.3482
C -10.3539 -2.6734 1.4626
C -8.9426 -2.2769 1.1128
O -8.6926 -1.0952 1.8344
C -7.4446 -0.5334 1.8622
O -6.4293 -0.9600 1.2658
O -7.4849 0.5428 2.6940
C -6.3529 1.2673 3.0805
H -11.0745 -1.8727 1.2962
H -10.4459 -2.9427 2.5148
H -10.7213 -3.5156 0.8762
H -8.7688 -1.9723 0.0808
H -8.2594 -3.1107 1.2743
H -6.5138 1.8083 4.0130
H -6.1239 2.0592 2.3674
H -5.4618 0.6431 3.1479
C 0.9280 1.4620 7.4900
C 2.4467 1.4185 7.1853
O 2.8727 0.0635 7.5074
C 2.7811 -0.8626 6.5301
O 2.3501 -0.6142 5.4187
O 3.0144 -2.1619 7.0015
C 3.7318 -2.3142 8.1886
H 0.7564 1.3029 8.5546
H 0.2804 0.8702 6.8431
H 0.6320 2.4807 7.2396
H 3.0347 2.0487 7.8525
H 2.6590 1.6806 6.1488
H 4.7234 -2.0180 7.8464
H 3.7209 -3.3744 8.4417
H 3.3857 -1.7614 9.0619
C 4.9754 -5.1396 0.2337
C 4.1204 -4.9622 -0.9868
O 3.0987 -5.9622 -1.0708
C 1.7735 -5.6673 -0.8094
O 1.2918 -4.5863 -0.6678
O 1.1504 -6.8493 -0.7029
C -0.1741 -6.9091 -0.2254
H 5.1739 -6.1866 0.4627
H 4.4165 -4.5672 0.9741
H 5.9660 -4.7076 0.0922
H 4.7612 -5.0460 -1.8646
H 3.8058 -3.9194 -0.9438
H -0.1412 -6.5071 0.7872
H -0.4289 -7.9527 -0.0407
H -0.8992 -6.4650 -0.9075
C 2.2318 6.4811 -4.0354
C 1.4825 5.2054 -4.3344
O 2.2551 4.3425 -5.1232
C 2.1631 3.0028 -5.0106
O 1.3392 2.3643 -4.3291
O 3.1551 2.4487 -5.7481
C 3.2513 1.1006 -5.8391
H 3.2114 6.2452 -3.6197
H 1.7015 7.1881 -3.3975
H 2.3683 7.0430 -4.9594
H 0.5595 5.4512 -4.8596
H 1.2415 4.6856 -3.4072
H 2.6120 0.5962 -6.5635
H 3.2373 0.7712 -4.8002
H 4.2726 0.8155 -6.0916
C -4.1341 -4.6869 -5.3820
C -5.0926 -3.9744 -4.4476
O -6.4595 -4.1404 -4.8147
C -7.2234 -5.1852 -4.4440
O -6.7590 -6.2535 -4.0453
O -8.4624 -4.9960 -4.8569
C -9.3496 -6.0957 -4.9173
H -4.3141 -4.4104 -6.4209
H -4.1115 -5.7760 -5.3420
H -3.1304 -4.2756 -5.2746
H -5.0685 -2.8848 -4.4668
H -4.8000 -4.3239 -3.4574
H -10.1352 -5.9680 -4.1726
H -8.8959 -7.0868 -4.9108
H -9.9700 -6.0672 -5.8131
C 6.9726 3.2939 0.5002
C 6.7228 1.8072 0.1247
O 7.1627 1.3804 -1.1503
C 8.4616 1.3032 -1.4232
O 9.3802 1.6851 -0.6563
O 8.5987 0.8038 -2.7028
C 9.8317 0.7332 -3.4033
H 6.4557 3.9237 -0.2239
H 8.0398 3.5129 0.4653
H 6.7493 3.4800 1.5507
H 5.6424 1.6769 0.0617
H 7.0083 1.0640 0.8691
H 10.1118 1.6497 -3.9225
H 9.6484 0.0242 -4.2107
H 10.5681 0.1840 -2.8167
*
```

Output
E (eV): -69340.87326
E_HOMO (eV): -4.39
LUMO (eV): -1.96

Atom charges from the Löwdin analysis, given in e for atoms 1 to 99: 0.346 0.161 0.152 0.157 0.156 -0.128 -0.728 -0.116 -0.402 0.058 0.051 0.061 0.088 0.052 0.056 0.043 -0.066 -0.241 0.012 -0.478 0.068 -0.009 -0.065 0.080 0.082 0.079 0.127 0.127 0.098 0.095 0.090 -0.055 -0.166 -0.022 -0.516 0.102 -0.029 -0.082 0.078 0.077 0.077 0.123 0.119 0.101 0.096 0.095 -0.073 -0.245 0.022 -0.556 0.131 -0.010 -0.048 0.085 0.081 0.080 0.119 0.118 0.100 0.095 0.100 -0.060 -0.239 0.033 -0.502 0.071 -0.003 -0.100 0.082 0.088 0.076 0.129 0.122 0.106 0.099 0.096 -0.072 -0.216 0.020 -0.560 0.094 0.019 -0.046 0.076 0.081 0.074 0.125 0.121 0.094 0.099 0.090 -0.049 -0.212 0.023 -0.500 0.078 -0.031 -0.054 0.080

# 6
Here is a structure of composition C10H16Cl3FORu from OMol25. Energies are from ωB97M-V/def2-TZVPD.

ORCA input file:
```
! RIJCOSX wB97M-V def2-TZVPD def2/J DEFGRID3
* xyz -2 5
C 0.9440 -0.0292 -0.5683
C 0.1692 1.2000 -0.5685
C -1.1884 0.8567 -0.3415
C 0.7184 2.5512 -0.7937
C -1.2970 -0.5608 -0.3400
C 0.0000 -1.1215 -0.5133
C 0.2824 -2.5296 -0.8112
C 2.3221 -0.0904 -1.0755
C -2.2886 1.8396 -0.2386
C -2.5725 -1.3152 -0.3376
Ru 0.8838 -0.0693 1.8784
Cl 0.0624 2.0164 2.3939
Cl 2.9002 1.1196 1.7786
Cl -1.2207 -0.8961 2.5846
H 1.8021 2.4998 -0.8909
H 0.5107 3.2086 0.0578
H 0.3099 3.0102 -1.7003
H -1.9683 2.6483 0.4291
H -3.1659 1.3651 0.2077
H -2.5637 2.2733 -1.2146
H -3.2298 -0.9805 0.4717
H -2.3951 -2.3821 -0.1767
H -3.0955 -1.1843 -1.2965
H -0.3942 -3.2074 -0.2963
H 1.3011 -2.7929 -0.5417
H 0.1390 -2.6684 -1.8828
H 2.9226 0.7118 -0.6457
H 2.3080 0.0068 -2.1626
H 2.7917 -1.0301 -0.8057
O 1.9062 -1.6642 1.4563
H 1.8229 -2.2322 2.2363
F 1.2829 -0.5533 3.7077
*
```

Output
E (eV): -55544.59286
E_HOMO (spin up / spin down) (eV): 0.46 / -0.07
Expectation value of S²: 6.02
LUMO (spin up / spin down) (eV): 5.94 / 5.92

And the Löwdin charges, in e, turn out to be: -0.395 -0.328 -0.315 -0.109 -0.345 -0.318 -0.084 -0.143 -0.083 -0.116 0.975 -0.104 -0.145 -0.117 0.052 0.029 0.065 0.045 0.062 0.066 0.042 0.054 0.068 0.062 0.054 0.070 -0.011 0.070 0.057 -0.464 -0.013 -0.685

# 7
Here is a cluster of 2 separate species, CH2INO3 in total from OMol25. Energies are from ωB97M-V/def2-TZVPD.

ORCA input file:
```
! RIJCOSX wB97M-V def2-TZVPD def2/J DEFGRID3
* xyz 0 1
C -0.9941 0.5487 -0.6194
N 1.3064 -0.6559 0.6317
O 1.7482 0.4463 0.5305
O 1.7664 -1.5999 1.2096
O 0.1724 -0.8690 -0.0185
I -2.5375 0.5968 0.6688
H -0.2613 1.2992 -0.7267
H -1.2005 0.2340 -1.6761
*
```

Output
E (eV): -16796.47344
E_HOMO (eV): -10.47
LUMO (eV): -0.99

And the Löwdin charges, in e, turn out to be: -0.541 -0.546 0.068 0.105 -0.110 0.965 0.005 0.054